The following is a DFT calculation (ωB97M-V/def2-TZVPD) of a single C5H6O molecule at a distorted geometry.

Last column: natural (NBO) charge in e.
Element x y z (Å)
C1 0.97 -0.42 -0.34  -0.529
C2 0.30 0.90 -0.15  -0.252
C3 -1.17 0.91 -0.01  -0.103
O1 -1.20 -1.34 -0.64  -0.510
C4 -0.08 -1.46 -0.21  0.457
C5 -0.49 0.94 1.08  -0.262
H1 1.77 -0.59 0.38  0.214
H2 1.43 -0.55 -1.33  0.239
H3 0.77 1.80 -0.51  0.185
H4 -2.12 1.10 -0.46  0.229
H5 0.28 -2.46 0.05  0.111
H6 -0.46 1.16 2.13  0.222

Values from the calculation:
HOMO level, Ha: -0.32380
M, g mol⁻¹: 82.1
Gap between HOMO and LUMO, hartree: 0.35599
Net charge: 0
E, eV: -7326.047
SMILES: O=CCC1C=C1

***

The following is a DFT calculation (ωB97M-V/def2-TZVPD) of a single C5H6O molecule at a distorted geometry.

Last column: natural (NBO) charge in e.
Element x y z (Å)
C1 -0.07 1.46 0.29  -0.610
C2 -0.24 -0.02 0.58  -0.297
C3 -1.34 -0.82 -0.03  0.404
O1 -2.06 -0.33 -0.85  -0.529
C4 0.94 -0.84 -0.33  -0.035
C5 1.95 -1.26 -0.86  -0.249
H1 0.80 1.82 0.87  0.223
H2 0.09 1.59 -0.78  0.231
H3 -0.94 2.04 0.60  0.224
H4 -0.49 -0.11 1.67  0.248
H5 -1.51 -1.91 0.13  0.143
H6 2.87 -1.60 -1.30  0.246

Values from the calculation:
HOMO level, Ha: -0.35814
M, g mol⁻¹: 82.1
Gap between HOMO and LUMO, hartree: 0.39013
Net charge: 0
E, eV: -7325.985
SMILES: C#C[C@@H](C)C=O

***

Please write out number 2 again, unchanged.
The following is a DFT calculation (ωB97M-V/def2-TZVPD) of a single C5H6O molecule at a distorted geometry.

Last column: natural (NBO) charge in e.
Element x y z (Å)
C1 -0.07 1.46 0.29  -0.610
C2 -0.24 -0.02 0.58  -0.297
C3 -1.34 -0.82 -0.03  0.404
O1 -2.06 -0.33 -0.85  -0.529
C4 0.94 -0.84 -0.33  -0.035
C5 1.95 -1.26 -0.86  -0.249
H1 0.80 1.82 0.87  0.223
H2 0.09 1.59 -0.78  0.231
H3 -0.94 2.04 0.60  0.224
H4 -0.49 -0.11 1.67  0.248
H5 -1.51 -1.91 0.13  0.143
H6 2.87 -1.60 -1.30  0.246

Values from the calculation:
HOMO level, Ha: -0.35814
M, g mol⁻¹: 82.1
Gap between HOMO and LUMO, hartree: 0.39013
Net charge: 0
E, eV: -7325.985
SMILES: C#C[C@@H](C)C=O

***

Q: gap between HOMO and LUMO of number 1 (C5H6O)?
A: 0.35599 hartree